# 1
Entry from the OMol25 dataset: a structure of composition C26H24B2F4N8O6SeY (wB97M-V/def2-TZVPD).

Last column: Mulliken charge in e.
Positions of all 72 atoms, in Å:
Y 0.212 -0.502 -0.089  -0.41
O 1.000 -0.254 -4.438  -0.83
C 0.920 -0.602 -3.257  0.26
N -0.060 -0.443 -2.374  0.63
C -1.383 -0.111 -2.729  -0.15
C -1.773 0.567 -3.881  -0.64
C -3.118 0.845 -4.106  -0.71
C -4.073 0.444 -3.187  -0.69
C -3.700 -0.254 -2.043  -0.72
C -2.362 -0.544 -1.803  0.49
N -1.861 -1.198 -0.648  0.51
C -2.631 -1.973 0.121  0.38
O -3.809 -2.301 -0.006  -0.81
C -1.880 -2.559 1.316  0.60
C -2.612 -3.237 2.280  -0.86
C -1.952 -3.769 3.371  -0.40
C -0.575 -3.619 3.463  -0.97
C 0.082 -2.927 2.463  0.01
N -0.552 -2.401 1.409  0.21
C 2.043 -1.470 -2.694  0.48
C 3.206 -1.665 -3.428  -0.76
C 4.119 -2.602 -2.990  -0.40
C 3.841 -3.324 -1.835  -0.78
C 2.683 -3.031 -1.145  -0.57
N 1.802 -2.113 -1.551  0.04
H -1.014 0.860 -4.590  0.57
H -3.411 1.377 -5.004  0.37
H -5.119 0.674 -3.350  0.37
H -4.441 -0.572 -1.327  0.48
H -3.679 -3.314 2.133  0.52
H -2.503 -4.294 4.142  0.42
H -0.012 -4.023 4.294  0.46
H 1.152 -2.759 2.499  0.33
H 3.336 -1.094 -4.337  0.48
H 5.032 -2.782 -3.544  0.42
H 4.516 -4.081 -1.461  0.40
H 2.439 -3.551 -0.222  0.69
C -0.994 3.509 -2.119  -2.21
C -0.293 2.574 -1.194  1.01
N -0.861 1.874 -0.285  0.42
O -2.198 2.016 -0.175  -0.55
B -2.684 1.876 1.231  0.84
F -4.056 1.932 1.184  -0.38
F -2.108 2.907 1.998  -0.41
O -2.339 0.561 1.881  -0.70
N -0.988 0.373 1.990  1.30
C -0.478 0.681 3.118  0.46
C -1.222 1.150 4.323  -1.95
C 1.012 0.571 3.140  0.34
N 1.508 0.693 1.977  0.29
O 2.920 0.543 1.921  -0.65
B 3.486 1.673 0.831  0.97
F 4.835 1.532 0.928  -0.32
F 2.966 2.841 1.340  -0.36
O 3.048 1.364 -0.511  -0.75
N 1.665 1.404 -0.658  1.12
C 1.197 2.450 -1.213  0.19
C 2.008 3.544 -1.821  -2.10
C 1.784 0.364 4.399  -1.84
H -2.066 3.450 -1.958  0.44
H -0.653 4.535 -1.964  0.45
H -0.777 3.228 -3.152  0.38
H -2.153 1.617 4.024  0.40
H -1.445 0.297 4.972  0.32
H -0.623 1.862 4.892  0.39
H 3.067 3.332 -1.729  0.40
H 1.738 3.637 -2.875  0.45
H 1.782 4.495 -1.335  0.34
H 1.154 -0.095 5.160  0.43
H 2.651 -0.264 4.203  0.45
H 2.139 1.324 4.780  0.32
Se 3.117 -1.254 1.242  0.05

Atoms 1-6, force components in eV/Å:
0.94 -0.13 0.65
0.07 0.05 0.01
-0.07 -0.09 -0.04
-0.30 0.07 -0.17
0.08 -0.05 -0.06
-0.01 0.02 -0.01

Its largest force on an atom is 1.148 eV/Å. Its highest occupied orbital energy is -4.67 eV. The energy above the lowest of the compared OMol25 structures with the same formula, charge and spin is 2.5 kcal per mole. As for the net charge: -1.


# 2
Entry from the OMol25 dataset: a cluster of 8 separate species, C28H77N5O12 in total (wB97M-V/def2-TZVPD).

Last column: Mulliken charge in e.
Positions of all 122 atoms, in Å:
C -0.558 -3.539 4.129  -0.55
O -0.878 -4.558 3.286  -0.39
C -0.679 -4.106 1.927  0.38
C -1.205 -5.064 0.868  0.42
C -0.626 -6.499 0.934  -1.64
N -0.947 -4.550 -0.480  -0.23
H -0.920 -3.882 5.153  0.27
H -1.111 -2.598 3.923  0.22
H 0.538 -3.351 4.212  0.24
H -1.285 -3.162 1.824  -0.25
H 0.396 -3.767 1.699  0.20
H -2.248 -5.198 1.054  0.20
H -1.281 -6.968 1.666  0.38
H 0.449 -6.531 1.012  0.34
H -0.940 -6.880 -0.078  0.37
H -0.042 -4.178 -0.659  0.03
H -1.605 -3.806 -0.665  0.06
C 4.141 1.421 5.161  -0.73
O 4.345 0.950 3.873  -0.34
C 3.425 -0.152 3.531  -0.50
C 3.564 -0.665 2.048  0.78
C 4.935 -1.387 1.782  -1.63
N 3.451 0.475 1.134  -0.24
H 4.570 2.420 5.224  0.29
H 4.442 0.675 5.915  0.28
H 3.059 1.558 5.343  0.26
H 3.489 -0.882 4.369  0.50
H 2.373 0.216 3.673  0.15
H 2.747 -1.349 1.821  -0.07
H 4.947 -2.415 2.315  0.34
H 5.782 -0.891 2.196  0.36
H 4.964 -1.402 0.730  0.36
H 4.102 1.173 1.491  0.34
H 2.559 0.911 1.336  -0.09
C 2.414 6.947 4.998  -0.79
O 1.898 6.035 4.089  -0.33
C 0.703 5.338 4.574  -0.94
C -0.176 5.074 3.401  0.39
C -1.445 4.355 3.795  -1.10
N 0.591 4.365 2.346  -0.40
H 1.801 7.758 5.431  0.30
H 3.242 7.448 4.446  0.25
H 2.831 6.374 5.890  0.29
H 1.073 4.401 4.935  0.27
H 0.142 5.932 5.410  0.38
H -0.424 6.035 3.003  0.28
H -2.045 4.713 4.634  0.48
H -1.180 3.371 4.127  0.26
H -2.131 4.402 2.956  0.08
H 1.478 4.820 2.470  0.39
H 0.198 4.509 1.400  0.16
C 0.875 -4.567 -3.601  -0.90
O 0.973 -3.360 -2.783  0.05
C 2.311 -2.822 -2.716  -1.31
C 2.239 -1.471 -2.038  1.49
C 1.256 -0.491 -2.795  -1.07
N 3.579 -0.855 -2.075  -0.79
H 1.615 -5.394 -3.341  0.30
H 0.944 -4.291 -4.666  0.35
H -0.141 -4.912 -3.470  0.21
H 2.921 -3.479 -2.105  0.46
H 2.566 -2.715 -3.701  0.48
H 1.865 -1.692 -1.026  -0.20
H 0.286 -1.012 -2.920  -0.08
H 1.738 -0.264 -3.716  0.49
H 1.135 0.477 -2.339  0.18
H 4.258 -1.591 -1.843  0.32
H 3.664 -0.134 -1.322  0.05
C -4.409 -3.479 -0.523  -1.01
O -3.356 -2.532 -0.682  -0.05
C -3.490 -1.660 -1.777  0.04
C -3.301 -2.451 -3.109  -0.75
N -3.019 -1.573 -4.251  -0.03
C -3.483 -2.059 -5.543  -0.60
C -2.869 -1.289 -6.661  -0.56
O -3.149 0.086 -6.472  -0.29
C -2.348 0.970 -7.281  -0.72
H -4.139 -3.962 0.425  0.19
H -4.406 -4.227 -1.312  0.35
H -5.362 -3.027 -0.326  0.38
H -2.679 -0.901 -1.730  -0.35
H -4.450 -1.091 -1.768  0.41
H -4.184 -2.953 -3.425  0.68
H -2.489 -3.235 -3.000  -0.01
H -2.013 -1.404 -4.259  0.10
H -4.622 -1.985 -5.533  0.34
H -3.263 -3.124 -5.752  0.34
H -3.261 -1.705 -7.630  0.37
H -1.723 -1.470 -6.922  0.29
H -2.441 0.635 -8.339  0.30
H -1.263 0.878 -7.064  0.28
H -2.606 2.019 -7.150  0.25
O -3.990 1.519 0.236  -0.67
C -3.399 1.766 -1.030  0.57
C -3.276 3.309 -1.113  -0.66
O -2.685 3.888 0.026  -0.42
H -3.530 0.780 0.651  0.49
H -2.452 1.260 -0.999  -0.39
H -3.977 1.294 -1.885  0.31
H -4.318 3.855 -1.304  0.23
H -2.605 3.579 -1.931  0.31
H -3.169 3.609 0.817  0.25
O 0.620 1.601 1.943  -0.03
C -0.692 1.126 2.168  -0.17
C -0.953 -0.048 1.201  0.55
O -2.289 -0.442 1.406  -0.74
H 0.646 2.542 2.196  0.07
H -0.808 0.754 3.187  0.22
H -1.403 1.911 1.820  -0.08
H -0.236 -0.868 1.468  0.08
H -0.726 0.305 0.198  -0.13
H -2.562 -1.209 0.850  0.18
O 0.879 3.543 -1.094  -0.50
C 2.187 3.675 -0.494  0.22
C 3.225 3.050 -1.357  -0.24
O 3.222 3.635 -2.619  -0.56
H 0.745 3.741 -2.029  0.27
H 2.413 4.719 -0.456  0.28
H 2.190 3.296 0.523  -0.10
H 2.967 1.952 -1.338  -0.15
H 4.172 3.138 -0.933  0.42
H 3.121 2.936 -3.217  0.36

Atoms 1-6, force components in eV/Å:
-0.21 0.57 3.17
0.26 -0.57 -2.65
-0.09 1.26 0.04
2.36 -0.60 -0.11
-2.05 0.80 -1.47
-1.79 0.06 0.20

Its largest force on an atom is 3.267 eV/Å. Its highest occupied orbital energy is -8.83 eV. The energy above the lowest of the compared OMol25 structures with the same formula, charge and spin is 18.4 kcal per mole.


# 3
Entry from the OMol25 dataset: a structure of composition C25H25O4STc (wB97M-V/def2-TZVPD).

Last column: Mulliken charge in e.
Positions of all 56 atoms, in Å:
C 0.511 -1.378 0.697  -0.76
C -0.762 -1.725 0.130  0.12
C -0.523 -2.203 -1.208  -1.24
H -1.708 -1.678 0.655  0.49
C 0.885 -2.081 -1.486  -0.06
C 1.533 -1.541 -0.318  -0.52
H 2.592 -1.347 -0.209  0.53
H 0.667 -1.166 1.741  0.70
H -1.275 -2.581 -1.887  0.67
H 1.391 -2.384 -2.395  0.41
C -0.725 2.049 -0.656  -0.67
C -0.474 1.425 0.616  0.03
C 0.944 1.173 0.707  -0.83
H -1.211 1.271 1.394  0.60
C 1.559 1.567 -0.532  -0.04
C 0.523 2.120 -1.374  -0.66
H 0.670 2.504 -2.376  0.44
H -1.697 2.387 -0.997  0.48
H 1.477 0.835 1.584  0.59
H 2.613 1.495 -0.769  0.43
Tc 0.126 -0.014 -0.869  0.13
O 0.057 -0.212 -3.761  -0.16
C -1.195 -0.717 -4.255  -0.28
C 0.037 -0.996 -5.080  -0.19
H -1.601 -1.563 -3.691  0.06
H -1.862 0.059 -4.637  0.29
H 0.463 -2.001 -5.009  0.37
H 1.188 -1.941 -7.305  0.33
C 0.854 -0.912 -7.438  -0.51
C 0.271 -0.256 -6.320  0.81
C -0.164 1.074 -6.452  -0.39
H -0.579 1.591 -5.577  0.22
C -0.067 1.716 -7.685  -0.57
H -0.435 2.737 -7.772  0.36
C 0.492 1.063 -8.791  -0.45
H 0.546 1.575 -9.751  0.38
C 0.964 -0.249 -8.659  -0.53
H 1.411 -0.759 -9.507  0.37
C 0.686 1.318 9.081  -1.31
C 0.060 0.714 7.853  0.86
C -0.144 -0.673 7.791  -0.49
C -0.585 -1.289 6.620  -0.47
C -0.862 -0.514 5.490  0.25
C -0.698 0.874 5.535  -0.41
C -0.307 1.480 6.733  -0.66
S -1.527 -1.316 4.016  1.24
O -0.838 -2.599 4.000  -0.68
O -2.963 -1.343 4.261  -0.63
O -1.097 -0.370 2.983  -0.38
H 0.064 1.170 9.972  0.35
H 1.655 0.849 9.296  0.36
H 0.866 2.390 8.965  0.37
H 0.051 -1.295 8.665  0.41
H -0.704 -2.367 6.563  0.47
H -0.875 1.462 4.640  0.42
H -0.276 2.569 6.777  0.36

Atoms 1-6, force components in eV/Å:
0.38 -1.44 -0.14
0.19 -0.56 -0.15
0.85 0.45 0.33
0.22 -0.14 -0.08
-0.31 -0.34 0.84
-0.62 -1.22 -0.35

Its largest force on an atom is 2.427 eV/Å. Its highest occupied orbital energy (alpha / beta) is -10.60 / -11.13 eV. As for the spin multiplicity: 4. The energy above the lowest of the compared OMol25 structures with the same formula, charge and spin is 0.0 kcal per mole. As for the net charge: +1. As for the expectation value of S²: 3.779.


# 4
Entry from the OMol25 dataset: the ion C6H10N with charge +1 (wB97M-V/def2-TZVPD).

Last column: Mulliken charge in e.
Positions of all 17 atoms, in Å:
C -0.291 -2.483 0.494  0.10
C -0.109 -1.264 0.585  -0.80
C 0.089 0.119 0.659  0.06
C 1.679 0.224 0.464  -0.29
C 2.341 -0.187 -0.601  -0.71
C -0.631 0.859 -0.496  -0.76
N -2.080 0.831 -0.202  -0.35
H -0.347 -3.511 0.320  0.48
H -0.211 0.587 1.585  0.52
H 2.195 0.589 1.365  0.33
H 3.364 -0.082 -0.536  0.33
H 1.949 -0.603 -1.585  0.20
H -0.062 1.855 -0.553  0.32
H -0.517 0.258 -1.465  0.36
H -2.672 1.464 -0.818  0.40
H -2.154 1.447 0.714  0.43
H -2.545 -0.102 0.071  0.38

Atoms 1-6, force components in eV/Å:
0.61 4.57 0.16
-1.90 -6.03 0.18
2.38 1.51 -1.63
-1.54 0.56 0.95
-1.95 -0.31 -1.30
2.34 -1.48 -1.39

Its largest force on an atom is 6.324 eV/Å. Its highest occupied orbital energy is -13.20 eV. The energy above the lowest of the compared OMol25 structures with the same formula, charge and spin is 60.0 kcal per mole. As for the net charge: +1.


# 5
Entry from the OMol25 dataset: a structure of composition C2H5FSi (wB97M-V/def2-TZVPD).

Last column: Mulliken charge in e.
Positions of all 9 atoms, in Å:
C -1.991 0.534 0.046  -0.10
C -0.959 -0.271 0.083  -0.28
F -3.271 0.118 0.080  -0.22
Si 0.878 0.089 0.029  0.44
H -1.940 1.614 -0.024  0.29
H -1.234 -1.646 0.186  0.20
H 1.253 0.401 -1.348  -0.10
H 1.573 -1.111 0.488  -0.11
H 1.207 1.218 0.903  -0.11

Atoms 1-6, force components in eV/Å:
-0.28 0.16 -0.03
-0.20 -4.86 0.44
0.11 -0.05 0.01
-0.76 0.04 0.05
0.02 0.05 0.02
0.66 4.60 -0.39

Its largest force on an atom is 4.885 eV/Å. Its highest occupied orbital energy is -10.15 eV. The energy above the lowest of the compared OMol25 structures with the same formula, charge and spin is 59.8 kcal per mole.


# 6
Entry from the OMol25 dataset: a structure of composition C27H24N4O2RhS (wB97M-V/def2-TZVPD).

Last column: Mulliken charge in e.
Positions of all 59 atoms, in Å:
Rh 0.858 -0.035 -0.706  -0.72
O -4.551 -4.151 -2.014  -0.50
C -3.927 -3.464 -3.069  -0.64
C -2.996 -2.421 -2.525  0.33
C -2.231 -1.637 -3.396  -1.08
C -1.301 -0.772 -2.869  -0.60
N -1.105 -0.642 -1.556  0.40
C -1.913 -1.298 -0.697  0.43
C -2.859 -2.211 -1.162  -0.54
C -1.703 -0.953 0.705  0.64
C -2.727 -0.985 1.652  -0.76
C -2.493 -0.514 2.934  0.52
C -3.566 -0.535 3.994  -0.70
O -3.347 0.379 5.031  -0.51
C -1.213 -0.033 3.227  -1.21
C -0.240 -0.064 2.252  -0.29
N -0.465 -0.506 1.014  -0.06
H -5.131 -4.826 -2.378  0.31
H -4.672 -2.974 -3.719  0.36
H -3.333 -4.149 -3.698  0.35
H -2.349 -1.712 -4.465  0.47
H -0.674 -0.165 -3.513  0.64
H -3.467 -2.786 -0.483  0.59
H -3.699 -1.360 1.369  0.49
H -3.565 -1.527 4.461  0.29
H -4.551 -0.390 3.531  0.39
H -3.557 1.271 4.729  0.32
H -0.999 0.350 4.213  0.53
H 0.766 0.276 2.461  0.63
C 3.519 -1.292 1.997  -0.87
C 3.616 -1.837 0.616  0.74
C 4.641 -2.715 0.251  -0.81
C 4.604 -3.236 -1.033  -0.25
N 3.725 -2.818 -1.923  -0.55
C 2.829 -1.933 -1.538  0.42
S 1.743 -1.227 -2.659  -0.28
N 2.692 -1.485 -0.274  0.17
H 4.051 -1.929 2.696  0.45
H 2.478 -1.208 2.295  0.03
H 3.963 -0.297 2.038  0.27
H 5.411 -2.991 0.950  0.45
H 5.296 -3.994 -1.372  0.43
C -0.416 5.413 -0.926  -0.53
C -1.054 4.180 -1.117  -0.83
C -0.360 3.010 -0.946  -0.43
C 0.993 3.022 -0.554  1.61
C 1.747 1.825 -0.419  -0.17
C 3.074 1.893 -0.032  -0.14
C 3.670 3.119 0.282  -1.06
C 2.968 4.289 0.127  -0.80
C 1.627 4.274 -0.308  0.67
C 0.891 5.459 -0.515  -0.81
H -0.963 6.326 -1.105  0.40
H -2.092 4.162 -1.409  0.44
H -0.834 2.043 -1.114  0.52
H 3.683 1.003 0.045  0.62
H 4.690 3.129 0.640  0.42
H 3.444 5.238 0.324  0.40
H 1.372 6.410 -0.342  0.41

Atoms 1-6, force components in eV/Å:
0.99 -2.73 -0.77
-0.04 -0.03 0.14
-0.05 -0.01 -0.41
0.17 0.20 -0.20
-0.24 -0.15 0.37
-0.05 0.00 -0.28

Its largest force on an atom is 3.007 eV/Å. Its highest occupied orbital energy (alpha / beta) is -10.32 / -10.31 eV. As for the net charge: +1.


# 7
Entry from the OMol25 dataset: a structure of composition C10H7NO2SSnTe (wB97M-V/def2-TZVPD).

Last column: Mulliken charge in e.
Positions of all 23 atoms, in Å:
Sn 1.772 -0.013 -1.955  0.50
O 5.425 -0.052 -0.144  -0.66
C 4.139 -0.001 -0.711  0.37
O 3.970 0.094 -1.982  -0.62
C 3.288 -0.188 0.594  0.83
C 3.814 0.221 1.806  -0.53
C 2.835 -0.180 2.759  -0.32
C 1.587 -0.003 2.408  0.00
C 0.946 0.005 1.330  -0.07
N 1.932 -0.266 0.068  -0.30
H 4.823 0.180 2.111  0.41
H 3.019 -0.129 3.891  0.34
H 0.429 -0.046 3.129  0.20
H -0.097 0.183 0.906  0.13
Te -0.982 -0.042 -2.233  0.12
C -2.963 -0.231 -2.031  -0.29
C -3.843 0.170 -1.101  -0.12
C -5.084 0.050 -0.962  -0.23
C -5.169 0.236 -2.219  0.06
S -4.279 0.123 -3.474  -0.15
H -3.248 0.156 0.633  -0.01
H -5.992 0.069 -0.067  0.25
H -6.324 -0.335 -2.756  0.08

Atoms 1-6, force components in eV/Å:
-0.58 0.29 -2.89
-5.65 0.51 -3.62
10.31 -1.21 4.26
-1.63 -0.27 2.70
-3.11 2.21 -7.70
-2.88 -3.83 2.22

Its largest force on an atom is 15.416 eV/Å. Its highest occupied orbital energy (alpha / beta) is -7.43 / -7.42 eV. The energy above the lowest of the compared OMol25 structures with the same formula, charge and spin is 69.8 kcal per mole.


# 8
Entry from the OMol25 dataset: the molecule C4H3N3O (wB97M-V/def2-TZVPD).

Last column: Mulliken charge in e.
Positions of all 11 atoms, in Å:
O -1.034 1.260 -1.797  -0.53
C -0.475 0.432 -1.059  0.37
C -1.041 -0.298 -0.115  -0.23
C -0.629 -0.370 1.173  0.03
N 0.430 0.254 1.846  -0.16
N 1.473 0.564 1.302  -0.26
N 1.877 0.087 0.056  -0.20
C 1.083 0.081 -1.009  0.01
H -1.916 -0.931 -0.337  0.30
H -1.359 -0.902 1.926  0.30
H 1.591 -0.176 -1.985  0.37

Atoms 1-6, force components in eV/Å:
1.65 -2.11 1.16
3.46 5.23 -4.86
-3.50 -4.55 5.09
-1.57 -1.51 1.47
-2.60 -0.25 0.27
2.66 0.32 -1.11

Its largest force on an atom is 7.930 eV/Å. Its highest occupied orbital energy is -9.79 eV. The energy above the lowest of the compared OMol25 structures with the same formula, charge and spin is 98.3 kcal per mole.